(1)
ORCA calculation (the ωB97M-V functional and the def2-TZVPD basis) on a molecular structure, C12H24I3NO7PS in a non-equilibrium geometry.

Results
**Total energy**: -2685.2652 hartree
**HOMO energy**: -0.4439 hartree

The geometry in ORCA input format:
```
! RIJCOSX wB97M-V def2-TZVPD def2/J DEFGRID3
* xyz 1 1
C 2.31281 0.39919 3.92454
C 2.04034 -0.71025 2.72595
C 0.66279 -1.54454 2.83275
C -0.66809 -1.04161 2.11076
C -1.24567 0.09700 3.16725
N -1.11611 1.39311 2.40079
C -0.55825 1.08726 0.98918
I -0.66909 2.68947 -0.49339
C -0.75610 -0.51492 0.52420
C -2.17227 -1.01581 -0.06859
I -2.68269 -0.19781 -2.09879
C -3.58076 -0.75407 0.65910
C -3.98728 -1.56233 2.01313
I -4.20143 1.40226 0.72407
P 0.75135 -0.99213 -0.59303
O 1.59184 -2.25550 -0.04596
O 0.37391 -1.51031 -2.20871
O 1.90255 0.33619 -0.81371
H 2.35345 -0.05969 5.00150
H 1.55776 1.30603 3.90939
H 3.37824 0.87373 3.66916
H 2.26384 -0.16491 1.71726
H 2.92765 -1.50242 2.84844
H 0.43653 -1.71260 3.99368
H 0.89682 -2.64753 2.43413
H -1.27176 -2.06525 1.99665
H -0.45599 0.26936 4.04724
H -2.20140 -0.13362 3.79894
H -1.83578 2.14255 2.48937
H -0.29093 1.86619 2.88015
H 0.60469 1.15408 1.26087
H -2.07578 -2.18836 -0.27229
H -4.39486 -1.15637 -0.13252
H -4.05974 -0.76625 2.89709
H -3.36133 -2.50831 2.27418
H -5.11213 -1.95996 1.92060
H 0.11110 -2.47679 -2.21212
H 1.76524 0.77678 -1.70309
C 1.91625 0.28093 -5.35148
C 1.02248 1.30310 -6.04867
O 1.14263 2.49389 -5.27385
S 2.64265 2.56252 -4.63696
O 3.45472 3.40665 -5.48497
O 2.52499 2.75988 -3.21091
O 3.06085 1.01124 -4.91360
H 1.42173 -0.13828 -4.46929
H 2.21476 -0.53071 -6.02036
H -0.01983 0.97933 -6.09904
H 1.38527 1.51962 -7.05904
*
```

***

(2)
ORCA calculation (the ωB97M-V functional and the def2-TZVPD basis) on 5 unconnected molecules or ions with the total composition C24H58ClIN6O11P2S in a non-equilibrium geometry.

Results
**Total energy**: -3944.0169 hartree
**HOMO energy**: -0.3003 hartree

The geometry in ORCA input format:
```
! RIJCOSX wB97M-V def2-TZVPD def2/J DEFGRID3
* xyz 0 1
C -0.39853 -2.65385 6.41829
C -0.70973 -1.43419 5.59746
C -2.10058 -0.89158 5.80022
N 0.07634 -0.76257 4.84480
C 0.87426 -1.40155 3.81188
P 2.71415 -1.10418 4.33530
O 3.09379 0.44140 3.94735
Cl 2.70234 -1.09739 6.42526
O 0.84786 -2.82230 3.75563
S -0.33831 -3.64989 3.00138
O -1.57644 -2.92840 3.05412
O 0.10116 -3.54069 1.40617
C 1.29231 -2.78613 1.15806
C 0.98824 -1.28492 1.17328
C 2.28116 -0.60104 0.64364
O 2.36330 -0.79017 -0.77878
N 3.40322 -1.66843 -1.09702
O 3.21724 -2.19224 -2.12603
C 0.58553 -0.62467 2.50879
P -1.11414 0.23725 2.53836
O -0.76116 1.83090 2.16191
I -2.46782 -0.54943 0.66235
H 0.40815 -3.26571 6.02746
H -1.28440 -3.25416 6.60413
H -0.07839 -2.25892 7.38519
H -2.07930 0.14937 6.12502
H -2.63313 -1.46470 6.55731
H -2.67056 -0.94555 4.87551
H 2.43625 1.06516 4.30654
H 2.16435 -3.09834 1.73493
H 1.54405 -3.00690 0.12195
H 0.27654 -1.12799 0.36467
H 2.24779 0.47582 0.79170
H 3.14904 -1.04249 1.13407
H 1.23693 0.25168 2.59077
H 0.04711 1.80749 1.62182
C 8.04183 0.23576 8.36919
C 7.01047 1.34537 8.18518
C 6.27777 1.73876 9.47732
O 5.29692 0.81782 9.91640
C 5.80017 -0.32796 10.57704
N 6.07558 0.94985 7.12741
H 7.58572 -0.75166 8.42446
H 8.72549 0.21847 7.52011
H 8.63731 0.39383 9.27084
H 7.54979 2.23411 7.84392
H 5.73340 2.66672 9.28388
H 6.98771 1.95350 10.28767
H 6.67516 -0.09185 11.18937
H 6.04012 -1.11823 9.86275
H 5.01291 -0.70558 11.22970
H 5.46270 1.73332 6.91900
H 5.45046 0.24880 7.51817
C -1.46445 -0.03174 -5.22042
C -1.84861 -0.59201 -3.85425
C -2.46121 -2.00019 -3.90333
O -3.79719 -2.05995 -4.36564
C -3.95419 -1.96283 -5.76703
N -2.73656 0.36192 -3.18510
H -2.32256 0.35055 -5.77184
H -0.77266 0.80296 -5.10164
H -0.96664 -0.78579 -5.83363
H -0.92801 -0.66880 -3.26576
H -2.49539 -2.38649 -2.88063
H -1.82695 -2.68876 -4.47928
H -3.14261 -2.46509 -6.30234
H -4.02695 -0.91917 -6.07978
H -4.89476 -2.44877 -6.02893
H -2.89449 0.04420 -2.23201
H -3.65435 0.29006 -3.62584
C -6.03437 1.15388 -1.91341
C -6.39868 1.97079 -3.14763
C -7.85659 2.45304 -3.17419
O -8.81404 1.45576 -3.47745
C -9.14154 0.59152 -2.40540
N -6.05919 1.18905 -4.34400
H -6.38174 0.12280 -1.97266
H -4.95011 1.11392 -1.80594
H -6.43986 1.60391 -1.00487
H -5.76934 2.86554 -3.14028
H -7.95014 3.19300 -3.97344
H -8.12279 2.96432 -2.23925
H -9.15063 1.11907 -1.44734
H -8.45646 -0.25754 -2.36330
H -10.14024 0.19664 -2.59256
H -6.18438 1.77234 -5.16687
H -6.76509 0.46395 -4.44722
C 3.30444 2.59682 -8.61187
C 2.89952 2.02381 -7.25664
C 2.27027 0.62424 -7.33093
O 0.93955 0.58874 -7.80982
C 0.80374 0.70258 -9.21364
N 2.01808 2.98258 -6.58227
H 2.45595 2.99630 -9.16548
H 4.00480 3.42088 -8.47344
H 3.79762 1.84308 -9.22930
H 3.81212 1.92852 -6.66068
H 2.21967 0.22628 -6.31380
H 2.90059 -0.06637 -7.90775
H 1.61481 0.19458 -9.74330
H 0.74910 1.74974 -9.51816
H -0.14006 0.23368 -9.49288
H 1.84431 2.66259 -5.63341
H 1.10613 2.92807 -7.02933
*
```

***

(3)
ORCA calculation (the ωB97M-V functional and the def2-TZVPD basis) on a molecular structure, C27H57AlF9O11S.

Results
**Total energy**: -3429.8326 hartree
**HOMO energy**: -0.1908 hartree

The geometry in ORCA input format:
```
! RIJCOSX wB97M-V def2-TZVPD def2/J DEFGRID3
* xyz -1 1
C -3.00437 8.84300 3.50578
C -3.48680 7.62733 2.74577
O -4.63038 7.47800 2.37373
O -2.50017 6.75680 2.55870
C -2.79510 5.50242 1.84534
Al -1.23187 4.61559 0.86029
C -0.18530 5.90999 -0.31523
C -0.42835 7.42603 -0.12474
C 0.65226 8.08506 0.75136
C 0.78734 7.38632 2.11389
C 1.65849 8.14777 3.07205
F 2.95828 8.19929 2.66648
F 1.25344 9.45214 3.17377
C 1.68706 7.69952 4.57489
F 0.46420 7.83700 5.06565
F 2.49034 8.51620 5.24402
S 2.22346 5.91846 4.99479
F 3.63891 6.39929 5.54845
F 1.60943 6.09601 6.45488
F 0.83814 5.39013 4.44260
F 2.89531 5.69544 3.56679
F 2.61523 4.43591 5.38328
H -2.03686 9.18274 3.12816
H -2.87329 8.57644 4.56133
H -3.75282 9.63441 3.42719
H -3.63482 5.70997 1.17257
H -3.17001 4.80066 2.60711
H -0.26448 3.86075 1.93935
H -1.96912 3.50835 -0.09404
H -0.38808 5.63644 -1.36041
H 0.89324 5.72509 -0.17712
H -0.42593 7.95356 -1.09180
H -1.41034 7.62364 0.32895
H 0.43523 9.15113 0.89449
H 1.61136 8.02023 0.21704
H -0.19974 7.24416 2.57171
H 1.21575 6.39143 1.97268
C -2.11722 -0.97183 -3.66546
O -0.74336 -0.73014 -3.47816
C -0.41820 0.64574 -3.34948
C 0.65522 0.87033 -2.30992
O 0.20255 0.70692 -0.98340
C 0.03372 -0.59156 -0.46452
C 1.32143 -1.28853 -0.09050
O 2.01190 -1.76335 -1.23437
C 3.40196 -1.86464 -1.04715
H -2.45978 -0.65239 -4.65703
H -2.27601 -2.04604 -3.57140
H -2.71919 -0.46075 -2.90601
H -1.30325 1.22376 -3.06307
H -0.05681 1.02797 -4.31414
H 0.93542 1.92476 -2.37398
H 1.54073 0.26370 -2.52292
H -0.56556 -1.22667 -1.12433
H -0.52228 -0.43934 0.46402
H 1.07665 -2.13555 0.56725
H 1.95146 -0.59131 0.47419
H 3.82547 -0.93040 -0.66200
H 3.84576 -2.07381 -2.02024
H 3.66338 -2.67857 -0.35862
C -8.26077 -2.36545 0.25925
O -7.74110 -3.30155 -0.65649
C -7.79857 -2.87539 -2.00461
C -6.59482 -3.33802 -2.79456
O -5.40055 -2.64096 -2.49230
C -4.70968 -2.99229 -1.30427
C -4.01582 -4.33435 -1.34082
O -4.92799 -5.41016 -1.20761
C -4.46741 -6.60722 -1.78329
H -9.34555 -2.24819 0.15020
H -8.04747 -2.73866 1.25942
H -7.78855 -1.38431 0.13970
H -7.85939 -1.78238 -2.05930
H -8.69850 -3.28897 -2.48147
H -6.79895 -3.09655 -3.84128
H -6.46846 -4.41969 -2.71165
H -5.35833 -2.91096 -0.42955
H -3.91986 -2.24317 -1.21424
H -3.29352 -4.36246 -0.51335
H -3.45598 -4.42290 -2.28027
H -4.16468 -6.45902 -2.82666
H -5.28943 -7.32087 -1.75262
H -3.61671 -7.02537 -1.23131
C 9.04370 -7.22415 -1.60215
O 7.88175 -7.44705 -0.84013
C 7.80221 -6.65376 0.33053
C 6.37844 -6.24386 0.62825
O 5.86984 -5.26388 -0.25631
C 5.33255 -5.70375 -1.49149
C 3.94410 -6.29086 -1.39490
O 3.97035 -7.59398 -0.83993
C 2.76760 -7.95467 -0.20308
H 9.94515 -7.57222 -1.08355
H 8.93571 -7.78428 -2.52958
H 9.16673 -6.16201 -1.84201
H 8.41813 -5.75329 0.22440
H 8.18148 -7.22550 1.18881
H 6.38631 -5.76269 1.60979
H 5.72808 -7.12000 0.67936
H 6.01078 -6.39060 -2.00393
H 5.24698 -4.79473 -2.09154
H 3.51718 -6.32759 -2.40665
H 3.31572 -5.62834 -0.78776
H 2.46581 -7.20326 0.53514
H 2.94039 -8.90118 0.30666
H 1.94947 -8.08446 -0.92141
*
```